1.
Formula: C43H55CsN7O5P2
Source: the OMol25 dataset
Level of theory: the ωB97M-V functional and the def2-TZVPD basis

- Gap between HOMO and LUMO: 7.328 eV
- Charge: -1

Each line ends with the Löwdin charge.
Atoms and positions in Å:
Cs -0.67 0.53 -1.54  1.093
C 3.23 0.86 -1.56  -0.077
O 3.83 -0.03 -0.64  -0.201
C 3.89 -1.37 -1.07  -0.189
C 2.51 -2.01 -1.31  -0.202
O 1.60 -1.78 -0.26  -0.227
C 1.91 -2.49 0.92  -0.102
H 3.89 1.05 -2.42  0.098
H 3.04 1.79 -1.02  0.069
H 2.29 0.46 -1.94  0.029
H 4.43 -1.90 -0.29  0.115
H 4.46 -1.47 -2.01  0.128
H 2.66 -3.09 -1.46  0.121
H 2.05 -1.60 -2.21  0.088
H 2.01 -3.56 0.71  0.085
H 1.09 -2.34 1.62  0.068
H 2.84 -2.14 1.38  0.083
N -0.95 -1.06 2.30  0.104
C -1.89 -1.92 2.86  -0.320
C -2.10 -1.92 4.24  -0.042
C -2.99 -2.81 4.82  -0.100
C -3.68 -3.72 4.04  -0.106
C -3.47 -3.73 2.67  -0.096
C -2.57 -2.86 2.06  -0.309
P -2.24 -2.82 0.26  1.120
C -1.04 -4.20 0.05  -0.377
C -0.39 -4.24 -1.19  -0.098
C 0.55 -5.22 -1.46  -0.088
C 0.87 -6.16 -0.49  -0.101
C 0.25 -6.11 0.75  -0.096
C -0.71 -5.13 1.02  -0.086
C -3.79 -3.57 -0.38  -0.374
C -3.96 -4.90 -0.73  -0.090
C -5.18 -5.35 -1.20  -0.093
C -6.25 -4.48 -1.31  -0.101
C -6.09 -3.14 -0.97  -0.083
C -4.87 -2.69 -0.51  -0.091
H -0.71 -0.29 2.90  0.067
H -1.23 -0.72 1.38  0.006
H -1.57 -1.19 4.85  0.104
H -3.14 -2.78 5.89  0.097
H -4.38 -4.40 4.49  0.093
H -4.02 -4.43 2.05  0.103
H -0.63 -3.48 -1.93  0.108
H 1.03 -5.24 -2.43  0.106
H 1.61 -6.92 -0.69  0.096
H 0.50 -6.83 1.51  0.097
H -1.19 -5.10 1.99  0.100
H -3.13 -5.59 -0.64  0.101
H -5.30 -6.39 -1.48  0.097
H -7.21 -4.83 -1.68  0.095
H -6.92 -2.45 -1.07  0.101
H -4.73 -1.64 -0.26  0.098
N -3.15 0.94 0.57  0.050
C -3.54 1.93 0.08  -0.475
N -3.99 3.00 -0.51  0.032
C -3.26 4.09 -0.36  -0.441
N -2.68 5.09 -0.26  0.078
O 0.43 2.63 -0.03  -0.460
P 1.30 3.38 0.90  0.525
N 2.64 2.54 1.37  -0.182
C 2.38 1.24 2.03  -0.174
C 3.75 0.83 2.59  -0.163
C 4.46 2.16 2.80  -0.169
C 4.02 2.96 1.58  -0.187
N 0.41 3.70 2.27  -0.173
C 0.92 4.13 3.57  -0.199
C -0.14 3.68 4.59  -0.162
C -1.05 2.73 3.81  -0.168
C -1.00 3.29 2.40  -0.184
N 1.86 4.79 0.23  -0.176
C 0.95 5.37 -0.80  -0.183
C 1.28 6.85 -0.78  -0.173
C 1.66 7.10 0.68  -0.174
C 2.50 5.86 1.00  -0.221
H 2.00 0.51 1.32  0.103
H 1.64 1.38 2.83  0.104
H 4.27 0.25 1.83  0.099
H 3.66 0.23 3.50  0.110
H 5.55 2.06 2.86  0.108
H 4.11 2.64 3.72  0.102
H 4.64 2.69 0.72  0.117
H 4.11 4.04 1.74  0.090
H 1.05 5.21 3.63  0.099
H 1.90 3.67 3.75  0.097
H -0.71 4.54 4.94  0.105
H 0.31 3.21 5.47  0.101
H -2.06 2.68 4.21  0.113
H -0.63 1.72 3.83  0.084
H -1.67 4.16 2.31  0.112
H -1.27 2.58 1.63  0.077
H -0.10 5.20 -0.54  0.080
H 1.12 4.91 -1.77  0.114
H 0.44 7.46 -1.11  0.112
H 2.13 7.07 -1.43  0.109
H 0.76 7.10 1.30  0.115
H 2.21 8.03 0.84  0.106
H 2.52 5.64 2.06  0.088
H 3.53 6.01 0.66  0.109
O -1.18 -1.07 -3.77  -0.224
C -0.10 -0.86 -4.38  -0.720
O 1.01 -0.58 -3.86  -0.133
C -0.16 -0.94 -5.90  -0.133
C 0.99 -0.78 -6.66  -0.035
C 0.93 -0.86 -8.04  -0.100
C -0.28 -1.10 -8.68  -0.115
C -1.43 -1.26 -7.92  -0.096
C -1.37 -1.18 -6.54  -0.030
H 1.92 -0.59 -6.15  0.107
H 1.84 -0.73 -8.63  0.092
H -0.32 -1.16 -9.76  0.090
H -2.38 -1.45 -8.41  0.093
H -2.25 -1.31 -5.93  0.110

=====

2.
Formula: C43H56MoN6O2P2S
Source: the OMol25 dataset
Level of theory: the ωB97M-V functional and the def2-TZVPD basis

- Gap between HOMO and LUMO (alpha / beta): 6.344 / 6.182 eV
- Charge: +1
- Multiplicity: 2

Each line ends with the Löwdin spin population.
Atoms and positions in Å:
Mo 0.52 0.84 0.69  0.876
C 3.92 1.98 -0.75  -0.001
P 2.31 1.13 -1.04  0.011
C 2.93 -0.33 -1.96  0.008
C 1.55 2.24 -2.28  -0.002
C 1.76 2.12 -3.65  -0.001
C 1.02 2.87 -4.54  0.000
C 0.08 3.78 -4.06  -0.001
C -0.10 3.94 -2.70  0.001
C 0.63 3.17 -1.79  0.005
P 0.39 3.22 0.03  0.005
C 1.40 4.73 0.41  -0.005
C -1.25 4.03 0.19  0.001
H 4.47 2.07 -1.69  0.000
H 4.49 1.37 -0.05  0.000
H 3.75 2.97 -0.33  0.000
H 3.44 -0.04 -2.88  0.001
H 2.10 -1.01 -2.16  0.000
H 3.65 -0.84 -1.32  0.000
H 2.49 1.42 -4.03  0.000
H 1.15 2.74 -5.60  0.000
H -0.51 4.35 -4.76  0.000
H -0.83 4.66 -2.34  0.000
H 1.30 5.45 -0.40  -0.001
H 2.45 4.48 0.55  0.000
H 1.02 5.17 1.33  0.000
H -1.20 5.06 -0.18  0.000
H -1.53 4.04 1.24  0.000
H -2.01 3.48 -0.36  0.000
C -2.21 0.22 -2.66  0.004
C -3.46 0.13 -2.04  -0.005
C -3.53 0.38 -0.69  0.003
C -2.40 0.75 0.03  -0.001
N -1.18 0.84 -0.59  0.007
C -1.12 0.54 -1.90  -0.004
C -2.37 1.05 1.45  0.015
C -3.53 1.17 2.23  -0.002
C -3.42 1.45 3.58  0.019
C -2.17 1.65 4.15  -0.003
C -1.03 1.53 3.37  0.017
C -1.09 1.21 2.01  0.008
H -2.10 0.03 -3.72  0.000
H -4.34 -0.16 -2.59  0.000
H -4.48 0.30 -0.18  0.000
H -0.13 0.54 -2.34  -0.001
H -4.50 1.05 1.79  -0.001
H -4.31 1.54 4.18  0.001
H -2.09 1.88 5.20  -0.001
H -0.06 1.68 3.82  0.001
C 2.29 -0.39 1.55  -0.035
C 1.97 -1.39 2.57  0.003
C 1.90 -2.75 2.25  -0.004
C 1.70 -3.71 3.23  0.001
C 1.55 -3.32 4.55  -0.005
C 1.58 -1.97 4.88  0.001
C 1.79 -1.02 3.91  -0.004
H 2.83 -0.89 0.74  0.004
H 2.91 0.40 1.98  -0.005
H 2.03 -3.06 1.22  0.000
H 1.70 -4.76 2.98  0.000
H 1.41 -4.06 5.32  0.000
H 1.46 -1.68 5.92  0.000
H 1.86 0.02 4.16  0.000
N -0.14 -1.00 0.84  0.014
C -0.85 -1.93 0.93  0.036
N -1.72 -2.88 1.00  0.028
C -3.10 -2.56 1.36  0.002
C -3.36 -2.99 2.80  0.002
O -3.04 -4.35 2.99  0.000
C -1.69 -4.61 2.71  0.001
C -1.34 -4.26 1.26  0.002
H -3.76 -3.11 0.68  0.000
H -3.26 -1.49 1.25  0.000
H -4.42 -2.88 3.05  0.000
H -2.77 -2.36 3.49  0.000
H -1.54 -5.68 2.88  0.000
H -1.04 -4.03 3.39  0.000
H -1.92 -4.90 0.58  0.001
H -0.28 -4.38 1.07  0.000
O 1.82 2.29 2.58  0.004
N 2.45 3.29 3.07  0.000
C 3.78 3.42 2.89  0.001
C 4.46 4.52 3.36  0.000
C 3.78 5.50 4.06  0.000
C 2.41 5.35 4.25  0.000
C 1.77 4.24 3.75  0.000
H 4.25 2.61 2.36  0.000
H 5.52 4.60 3.16  0.000
H 4.31 6.35 4.46  0.000
H 1.85 6.09 4.79  0.000
H 0.71 4.06 3.87  0.000
C -0.10 -3.84 -6.02  0.000
N -0.04 -2.87 -4.95  0.000
C 1.12 -2.01 -4.99  0.000
C -0.68 -3.05 -3.76  0.000
S 0.00 -2.49 -2.34  0.000
N -1.87 -3.70 -3.74  0.000
C -2.83 -3.67 -4.82  0.000
C -2.41 -4.14 -2.48  0.000
H 0.91 -4.22 -6.21  0.000
H -0.47 -3.38 -6.94  0.000
H -0.73 -4.68 -5.75  0.000
H 1.31 -1.74 -6.03  0.000
H 2.01 -2.51 -4.58  0.000
H 0.94 -1.11 -4.41  0.000
H -2.49 -3.02 -5.63  0.000
H -3.77 -3.28 -4.44  0.000
H -3.01 -4.67 -5.21  0.000
H -1.59 -4.42 -1.82  0.000
H -3.04 -5.01 -2.67  0.000
H -3.01 -3.36 -2.00  0.000

=====

3.
Formula: C43H56N6O2SSeZn
Source: the OMol25 dataset
Level of theory: the ωB97M-V functional and the def2-TZVPD basis

- Gap between HOMO and LUMO: 6.231 eV
- Charge: 0

Each line ends with the Löwdin charge.
Atoms and positions in Å:
Zn -0.21 0.11 0.23  0.578
C 0.82 0.73 -7.41  -0.046
C 1.90 0.28 -6.43  -0.556
C 2.20 -1.20 -6.68  -0.064
C 3.19 1.07 -6.69  -0.046
C 1.44 0.53 -5.00  -0.181
C 1.29 -0.48 -4.06  -0.087
C 0.88 -0.20 -2.76  -0.394
Se 0.79 -1.65 -1.51  1.153
C -1.03 -2.23 -1.74  -0.392
C -1.31 -3.06 -2.81  -0.082
C -2.59 -3.53 -3.03  -0.179
C -3.57 -3.13 -2.12  0.026
C -3.33 -2.29 -1.04  -0.088
C -2.01 -1.81 -0.82  -0.358
O -1.75 -1.02 0.21  -0.212
C -4.47 -1.86 -0.11  -0.534
C -4.68 -0.35 -0.24  -0.045
C -5.79 -2.54 -0.48  -0.075
C -4.15 -2.23 1.34  -0.044
C -2.88 -4.44 -4.22  -0.560
C -2.05 -5.72 -4.09  -0.050
C -4.35 -4.83 -4.32  -0.069
C -2.48 -3.72 -5.52  -0.049
C 0.59 1.11 -2.34  -0.358
O 0.22 1.40 -1.11  -0.213
C 0.72 2.15 -3.30  -0.086
C 1.14 1.83 -4.57  0.020
C 0.39 3.59 -2.90  -0.530
C -1.08 3.71 -2.48  -0.040
C 0.62 4.57 -4.05  -0.073
C 1.30 4.03 -1.74  -0.044
H 1.14 0.55 -8.44  0.082
H -0.11 0.19 -7.24  0.089
H 0.61 1.80 -7.31  0.076
H 2.54 -1.33 -7.71  0.084
H 2.98 -1.57 -6.02  0.082
H 1.31 -1.81 -6.55  0.081
H 3.55 0.90 -7.71  0.083
H 3.03 2.14 -6.56  0.076
H 3.97 0.76 -5.99  0.066
H 1.51 -1.51 -4.32  0.091
H -0.50 -3.34 -3.47  0.097
H -4.58 -3.48 -2.27  0.081
H -4.93 -0.08 -1.26  0.090
H -5.50 -0.04 0.41  0.079
H -3.78 0.19 0.06  0.049
H -6.12 -2.28 -1.49  0.083
H -5.73 -3.63 -0.41  0.086
H -6.57 -2.21 0.22  0.081
H -3.25 -1.73 1.68  0.067
H -4.98 -1.95 1.99  0.080
H -4.01 -3.31 1.44  0.088
H -2.31 -6.26 -3.18  0.089
H -2.23 -6.38 -4.94  0.081
H -0.98 -5.50 -4.06  0.076
H -4.68 -5.38 -3.44  0.085
H -4.99 -3.95 -4.45  0.086
H -4.50 -5.47 -5.19  0.082
H -1.43 -3.45 -5.53  0.071
H -2.68 -4.35 -6.38  0.081
H -3.06 -2.79 -5.63  0.090
H 1.24 2.63 -5.30  0.092
H -1.73 3.44 -3.32  0.092
H -1.31 3.06 -1.64  0.065
H -1.31 4.74 -2.20  0.080
H -0.02 4.34 -4.91  0.085
H 0.37 5.58 -3.72  0.082
H 1.66 4.58 -4.38  0.084
H 1.15 3.39 -0.87  0.059
H 2.35 3.97 -2.03  0.085
H 1.08 5.06 -1.46  0.080
C -4.28 4.07 0.08  -0.088
C -4.12 3.44 1.46  -0.237
C -2.72 2.99 1.69  -0.596
N -2.26 1.86 1.32  0.054
N -0.92 1.70 1.56  -0.030
C -0.38 2.75 2.11  -0.690
N 0.93 2.83 2.43  0.127
S -1.50 4.03 2.40  1.110
H -5.31 4.39 -0.08  0.074
H -4.01 3.35 -0.70  0.075
H -3.63 4.94 -0.03  0.072
H -4.76 2.55 1.54  0.110
H -4.42 4.14 2.24  0.104
H 1.54 2.07 2.18  0.066
H 1.32 3.68 2.80  0.099
C 2.52 -1.52 3.27  -0.030
C 1.41 -1.19 2.52  -0.095
N 1.47 -0.31 1.53  0.001
C 2.63 0.26 1.23  -0.114
C 3.80 0.02 1.94  -0.193
C 3.73 -0.89 2.99  0.001
C 5.04 0.77 1.67  -0.036
C 5.59 1.08 0.49  -0.025
C 5.21 0.62 -0.85  -0.274
C 5.72 1.28 -1.97  -0.001
C 5.38 0.78 -3.21  -0.115
N 4.61 -0.30 -3.35  0.110
C 4.17 -0.85 -2.22  -0.197
N 4.42 -0.44 -0.99  0.154
H 2.44 -2.24 4.07  0.111
H 0.44 -1.64 2.71  0.124
H 2.62 0.96 0.40  0.127
H 4.61 -1.11 3.58  0.123
H 5.53 1.16 2.55  0.115
H 6.46 1.72 0.51  0.110
H 6.36 2.14 -1.87  0.111
H 5.74 1.24 -4.12  0.108
H 3.54 -1.72 -2.32  0.080

=====

4.
Formula: C43H57BBrCl3INO7
Source: the OMol25 dataset
Level of theory: the ωB97M-V functional and the def2-TZVPD basis

- Gap between HOMO and LUMO: 7.805 eV
- SMILES string: CCC[C@@H](C)c1c(Br)c2c(c(Cl)c1CCc1ccccc1)C(=O)c1c(C[C@H](C)I)c(B(O)N(C)C)cc(/C(Cl)=C(\C)Cl)c1C2=O.COCCOC.COCCOC
- Charge: 0

Each line ends with the Löwdin charge.
Atoms and positions in Å:
C -4.55 -1.56 -0.96  -0.125
C -3.58 -0.51 -1.59  -0.245
C -3.75 -0.36 -3.17  -0.162
C -2.55 -1.11 -3.89  -0.323
C -2.81 -1.31 -5.47  -0.054
C -1.16 -0.42 -3.62  -0.119
C -0.16 -1.13 -2.79  -0.422
Br -0.54 -2.88 -1.97  0.818
C 1.18 -0.60 -2.52  -0.088
C 1.52 0.71 -3.06  -0.065
C 0.55 1.43 -3.88  -0.401
Cl 1.13 3.01 -4.54  0.744
C -0.80 0.91 -4.18  -0.126
C -1.81 1.67 -5.08  -0.147
C -1.99 3.21 -4.77  -0.181
C -1.83 3.64 -3.29  -0.221
C -2.27 2.89 -2.12  -0.016
C -2.07 3.50 -0.80  -0.080
C -1.46 4.79 -0.58  -0.090
C -0.98 5.54 -1.74  -0.082
C -1.19 4.95 -3.06  -0.074
C 2.94 1.26 -2.70  -0.289
O 3.66 1.87 -3.45  0.052
C 3.41 0.91 -1.25  -0.024
C 4.15 1.83 -0.39  -0.173
C 4.51 3.27 -0.84  -0.180
C 5.99 3.46 -1.39  -0.695
C 6.01 4.41 -2.64  -0.184
I 6.86 1.56 -1.99  0.899
C 4.56 1.36 0.96  -0.022
B 5.39 2.30 1.99  -0.511
O 6.70 2.75 1.70  0.116
N 4.84 2.70 3.32  -0.146
C 4.91 1.57 4.28  -0.110
C 3.46 3.23 3.20  -0.095
C 4.25 0.01 1.45  0.054
C 3.49 -0.90 0.60  -0.135
C 3.15 -2.32 1.10  -0.584
Cl 4.50 -3.52 1.29  0.629
C 1.90 -2.76 1.38  -0.652
C 0.65 -1.84 1.22  -0.104
Cl 1.64 -4.46 1.93  0.598
C 3.08 -0.43 -0.71  0.000
C 2.27 -1.34 -1.69  -0.318
O 2.53 -2.51 -1.78  0.095
H -4.29 -2.62 -1.25  0.076
H -5.63 -1.40 -1.22  0.072
H -4.52 -1.57 0.17  0.074
H -3.85 0.49 -1.13  0.095
H -2.51 -0.76 -1.32  0.080
H -4.67 -0.98 -3.42  0.120
H -3.88 0.70 -3.49  0.091
H -2.58 -2.16 -3.48  0.079
H -3.72 -0.71 -5.75  0.079
H -3.02 -2.38 -5.73  0.080
H -1.92 -0.90 -6.02  0.079
H -1.41 1.60 -6.13  0.133
H -2.83 1.22 -5.11  0.084
H -1.26 3.77 -5.43  0.078
H -3.01 3.56 -5.13  0.126
H -2.76 1.91 -2.28  0.066
H -2.44 2.94 0.08  0.093
H -1.32 5.27 0.42  0.096
H -0.49 6.54 -1.69  0.098
H -0.84 5.54 -3.94  0.103
H 4.36 3.97 0.03  0.121
H 3.75 3.59 -1.61  0.115
H 6.63 3.90 -0.59  0.067
H 5.40 3.99 -3.49  0.070
H 7.08 4.57 -2.97  0.070
H 5.53 5.38 -2.34  0.082
H 6.70 3.70 1.95  0.113
H 5.74 0.84 4.04  0.099
H 5.03 1.94 5.34  0.095
H 3.97 0.94 4.29  0.092
H 3.54 4.20 2.63  0.092
H 3.07 3.47 4.22  0.096
H 2.77 2.51 2.67  0.091
H 4.58 -0.36 2.45  0.113
H 0.65 -1.07 2.03  0.093
H -0.28 -2.45 1.31  0.070
H 0.61 -1.32 0.24  0.044
C 5.67 -7.62 6.70  -0.114
O 4.68 -8.02 5.76  -0.192
C 3.39 -7.50 6.07  -0.202
C 3.07 -6.28 5.22  -0.209
O 3.93 -5.19 5.53  -0.194
C 4.98 -5.04 4.59  -0.114
H 6.65 -7.81 6.26  0.089
H 5.59 -6.56 6.95  0.083
H 5.57 -8.22 7.62  0.087
H 3.31 -7.26 7.13  0.125
H 2.66 -8.28 5.84  0.123
H 2.05 -5.95 5.45  0.123
H 3.12 -6.52 4.15  0.117
H 4.60 -4.57 3.67  0.017
H 5.45 -5.99 4.34  0.087
H 5.74 -4.39 5.02  0.091
C -7.89 1.76 -0.07  -0.109
O -8.01 0.35 -0.20  -0.204
C -8.22 -0.29 1.06  -0.203
C -9.68 -0.62 1.28  -0.201
O -10.47 0.56 1.40  -0.192
C -11.16 0.87 0.20  -0.112
H -8.02 2.20 -1.06  0.089
H -8.64 2.18 0.60  0.084
H -6.88 2.01 0.29  0.086
H -7.83 0.33 1.88  0.127
H -7.65 -1.22 1.04  0.120
H -9.78 -1.16 2.23  0.124
H -10.06 -1.27 0.49  0.126
H -12.03 0.21 0.09  0.088
H -10.52 0.78 -0.68  0.083
H -11.51 1.90 0.27  0.089